Entry 1:
The following is a DFT calculation (ωB97M-V with the def2-TZVPD basis set) of C8H21AlBr2N2O6P as an isolated structure.

```
41
Properties=species:S:1:pos:R:3
C -1.5651 1.6530 0.9935
C -0.4754 1.2419 -0.1446
P -0.5560 -0.5619 -0.6995
C -1.9692 -0.8969 -1.9079
C -3.2546 0.0566 -1.7434
N -0.5348 -1.7007 0.6624
C 0.8341 -2.2671 0.6540
O 1.0887 -3.0907 -0.2673
O 1.8491 -1.8667 1.6093
H -2.2758 0.7897 1.2325
H -1.0064 1.9840 1.9517
H -2.1029 2.5887 0.5932
H -0.5846 1.9583 -1.0275
H 0.5625 1.3907 0.3478
H -1.5339 -0.7203 -2.9665
H -2.2576 -2.0149 -1.8630
H -3.9993 -0.3048 -0.9341
H -3.8466 -0.0277 -2.7369
H -3.0109 1.1643 -1.6145
H -0.7558 -1.2596 1.5699
H 2.3483 -1.1672 1.1087
C 2.4434 -5.7318 -1.5078
O 1.2826 -5.8702 -1.8443
O 2.9450 -6.1439 -0.4137
O 3.3453 -5.1536 -2.1896
N 4.9392 -1.7449 1.8407
H 3.9221 -1.8967 1.8788
H 5.1512 -1.0168 1.1508
H 5.2754 -1.4500 2.7628
H 5.4042 -2.6165 1.5703
Al 4.6051 -5.4588 -0.8868
O 4.5974 -2.5417 -3.3121
H 4.2608 -3.3734 -2.9879
Br -1.0318 5.0627 1.4323
C -2.5460 6.2441 1.0918
C -3.8572 5.5333 1.3169
Br -4.2808 4.3439 -0.1696
H -2.4298 6.6250 0.0772
H -2.4286 7.0662 1.7995
H -4.6810 6.2480 1.3505
H -3.8704 4.9265 2.2225
```

Its spin multiplicity is 1. As for the HOMO energy: -10.16 eV. As for the total charge: +1.

***

Entry 2:
The following is a DFT calculation (ωB97M-V with the def2-TZVPD basis set) of C8H21FeNO5 as an isolated structure.

```
36
Properties=species:S:1:pos:R:3
Fe 0.0043 -0.3686 0.4250
C 3.1980 -0.4063 0.0959
O 1.9913 0.1636 -0.4572
C 2.1775 1.4884 -0.9799
C 0.8365 2.0061 -1.4106
O -0.0164 1.8289 -0.2720
C -1.3471 2.3496 -0.3332
C -2.2898 1.3574 -0.9719
O -1.9667 0.0431 -0.4829
C -2.9490 -0.9490 -0.8648
H 3.6452 0.2673 0.8293
H 3.9303 -0.5776 -0.6971
H 2.9477 -1.3636 0.5486
H 2.8601 1.4738 -1.8344
H 2.6134 2.1221 -0.2023
H 0.4580 1.4646 -2.2835
H 0.9161 3.0647 -1.6707
H -1.3882 3.2918 -0.8834
H -1.6302 2.5327 0.7036
H -2.2168 1.3547 -2.0633
H -3.3174 1.6142 -0.7052
H -2.9253 -1.1127 -1.9442
H -3.9530 -0.6209 -0.5929
H -2.7246 -1.8792 -0.3491
C -0.0285 -1.0697 4.5420
C 0.0118 0.1099 3.6353
N 0.0333 1.3086 4.1458
O 0.0320 -0.0626 2.3603
H -0.0369 -0.7643 5.5851
H 0.8383 -1.7087 4.3639
H -0.9169 -1.6696 4.3361
H 0.0187 1.4569 5.1474
H 0.0711 2.1392 3.5688
O 0.0947 -2.5395 -0.0224
H 0.0913 -3.2579 0.6336
H 0.2087 -2.9842 -0.8805
```

Its spin multiplicity is 6. As for the HOMO energy (spin up / spin down): -21.65 / -21.47 eV. As for the expectation value of S²: 8.761. As for the total charge: +3.

***

Entry 3:
The following is a DFT calculation (ωB97M-V with the def2-TZVPD basis set) of C8H21MnN2OPS as an isolated structure.

```
35
Properties=species:S:1:pos:R:3
Mn -0.3908 0.3238 -0.7948
H 0.2879 -0.7740 -0.1658
H 0.2939 -0.8942 -1.0491
P -0.2629 0.4085 -3.1438
C -1.7974 -0.0084 -4.0847
H -1.6561 0.1071 -5.1741
H -2.0868 -1.0475 -3.8563
H -2.6082 0.6558 -3.7430
C 0.1529 2.0848 -3.7921
H 1.1162 2.3965 -3.3576
H 0.2141 2.0877 -4.8948
H -0.6218 2.7928 -3.4565
C 1.0058 -0.6513 -3.9711
H 0.7759 -1.7107 -3.7684
H 1.0304 -0.4831 -5.0627
H 1.9925 -0.4187 -3.5374
C -2.1471 -0.4470 -0.6945
O -3.2335 -0.8833 -0.6362
H 1.1504 1.0991 -0.8911
H -1.0313 1.8381 -1.0112
S -0.8437 1.1358 1.4101
C 0.0220 0.2636 2.4724
N 0.8750 0.9685 3.3711
C 1.1319 0.4174 4.6849
C 1.3471 -1.0843 4.5647
C 0.1082 -1.7610 3.9609
N -0.3725 -1.0731 2.7750
H 0.9432 1.9915 3.2673
H 0.2678 0.6337 5.3557
H 2.0370 0.8951 5.1159
H 1.5783 -1.5328 5.5554
H 2.2166 -1.2455 3.8916
H -0.7193 -1.7776 4.7032
H 0.3757 -2.8088 3.7124
H -1.1500 -1.4970 2.2462
```

Its spin multiplicity is 4. As for the HOMO energy (spin up / spin down): -16.49 / -16.54 eV. As for the expectation value of S²: 3.959. As for the total charge: +2.

***

Entry 4:
The following is a DFT calculation (ωB97M-V with the def2-TZVPD basis set) of a 2-piece molecular cluster, C8H21N2O overall.

```
32
Properties=species:S:1:pos:R:3
C -1.9658 1.4547 0.5029
C -2.0183 -0.2187 -1.3827
C -2.7893 -0.8778 0.9155
C 1.4428 2.7030 -0.1304
C 2.0614 -1.3204 1.2403
C 1.3792 -2.0421 -0.9709
C 1.5160 0.2952 -0.4943
C -1.7594 -0.0224 0.1230
N 1.9025 1.3763 0.1841
N 2.1037 -1.0030 -0.2063
O -0.5460 -0.5053 0.5077
H -1.6017 1.6298 1.5121
H -1.4340 2.1016 -0.1905
H -3.0196 1.7105 0.4636
H -1.9874 -1.2751 -1.6413
H -1.2643 0.3094 -1.9653
H -2.9944 0.1761 -1.6479
H -2.7919 -0.5724 1.9594
H -3.7773 -0.7455 0.4852
H -2.5098 -1.9284 0.8605
H 2.2269 3.4153 0.1266
H 1.2168 2.7830 -1.1906
H 0.5471 2.9509 0.4432
H 1.0366 -1.1405 1.5693
H 2.3188 -2.3639 1.3958
H 2.7626 -0.7046 1.7995
H 0.3365 -1.9786 -0.6445
H 1.4481 -1.8512 -2.0390
H 1.7889 -3.0249 -0.7555
H 1.0862 0.4198 -1.4732
H 2.1943 1.2592 1.1464
H 3.0907 -1.0102 -0.5028
```

Its spin multiplicity is 1. As for the HOMO energy (spin up / spin down): -11.31 / -12.44 eV. As for the total charge: +1.